This record from the OMol25 dataset describes a cluster of 9 separate species, C42H111N9O12 in total at a distorted geometry. The level of theory is the ωB97M-V functional and the def2-TZVPD basis.

Cartesian coordinates (Å):
C (4.063, 3.342, 0.362)
O (4.364, 2.229, -0.380)
C (4.642, 1.028, 0.378)
C (5.230, -0.042, -0.603)
C (6.671, 0.161, -1.109)
N (4.273, -0.341, -1.741)
H (4.004, 4.201, -0.345)
H (4.753, 3.495, 1.187)
H (3.048, 3.377, 0.752)
H (5.346, 1.360, 1.176)
H (3.701, 0.706, 0.829)
H (5.217, -0.986, -0.004)
H (6.713, 0.936, -1.880)
H (7.038, -0.724, -1.545)
H (7.259, 0.368, -0.165)
H (4.476, 0.250, -2.513)
H (4.372, -1.318, -2.040)
C (2.260, -6.840, -1.969)
O (2.534, -5.421, -1.966)
C (2.313, -4.836, -3.242)
C (2.821, -3.447, -3.153)
C (2.438, -2.481, -4.226)
N (4.287, -3.357, -2.862)
H (1.216, -7.057, -2.149)
H (2.490, -7.107, -0.934)
H (2.889, -7.411, -2.667)
H (2.892, -5.384, -4.000)
H (1.284, -4.845, -3.569)
H (2.344, -3.066, -2.238)
H (2.795, -1.499, -3.896)
H (1.352, -2.401, -4.312)
H (2.945, -2.874, -5.157)
H (4.382, -4.034, -2.125)
H (4.782, -3.750, -3.655)
C (0.895, 5.055, -3.671)
O (1.700, 4.118, -4.355)
C (1.118, 2.967, -4.858)
C (2.261, 2.037, -5.209)
C (1.770, 0.831, -5.991)
N (3.014, 1.568, -4.060)
H (0.288, 4.638, -2.835)
H (0.117, 5.535, -4.422)
H (1.537, 5.830, -3.192)
H (0.373, 2.455, -4.182)
H (0.494, 3.223, -5.805)
H (3.000, 2.645, -5.766)
H (2.579, 0.259, -6.412)
H (1.041, 1.083, -6.749)
H (1.258, 0.178, -5.240)
H (2.395, 1.053, -3.414)
H (3.453, 2.295, -3.498)
C (0.346, 5.538, 0.339)
O (-0.818, 4.763, 0.203)
C (-2.001, 5.522, 0.378)
C (-3.158, 4.712, -0.159)
C (-3.304, 4.453, -1.760)
N (-4.486, 5.278, 0.288)
H (1.067, 4.786, 0.027)
H (0.587, 5.884, 1.395)
H (0.280, 6.509, -0.330)
H (-2.151, 5.837, 1.424)
H (-1.990, 6.419, -0.217)
H (-3.139, 3.786, 0.356)
H (-2.336, 4.142, -2.205)
H (-3.570, 5.425, -2.258)
H (-4.089, 3.766, -2.115)
H (-4.751, 6.013, -0.366)
H (-5.183, 4.550, 0.337)
C (1.351, -5.492, 1.251)
O (2.773, -5.447, 1.331)
C (3.304, -4.616, 2.319)
C (4.079, -3.422, 1.612)
C (5.054, -3.943, 0.596)
N (4.675, -2.476, 2.549)
H (0.899, -6.362, 1.784)
H (1.227, -5.543, 0.156)
H (0.869, -4.572, 1.596)
H (2.549, -4.086, 2.887)
H (3.985, -5.298, 2.889)
H (3.359, -2.828, 1.101)
H (5.590, -3.229, -0.060)
H (4.511, -4.602, -0.106)
H (5.646, -4.620, 1.203)
H (5.108, -1.705, 2.084)
H (5.383, -2.944, 3.091)
C (-1.807, 0.753, -3.213)
O (-1.137, 0.018, -2.189)
C (-1.520, 0.290, -0.855)
C (-0.353, -0.118, 0.033)
C (-0.908, 0.046, 1.446)
N (0.895, 0.696, -0.033)
H (-1.744, 1.798, -2.967)
H (-2.885, 0.534, -3.295)
H (-1.367, 0.530, -4.186)
H (-1.774, 1.392, -0.735)
H (-2.408, -0.306, -0.496)
H (-0.076, -1.140, -0.226)
H (-1.978, -0.194, 1.533)
H (-0.838, 1.092, 1.723)
H (-0.286, -0.367, 2.257)
H (1.264, 0.614, -0.992)
H (0.760, 1.712, 0.029)
C (0.885, 6.249, 4.698)
O (0.369, 5.360, 3.775)
C (-0.136, 4.144, 4.414)
C (0.462, 2.923, 3.688)
N (1.929, 2.965, 3.746)
C (2.700, 1.788, 3.270)
C (2.645, 0.673, 4.230)
O (1.468, -0.124, 4.152)
C (1.767, -1.464, 4.712)
H (0.102, 6.765, 5.261)
H (1.367, 7.049, 4.078)
H (1.687, 5.858, 5.394)
H (-1.208, 4.174, 4.245)
H (-0.017, 4.180, 5.468)
H (0.145, 3.010, 2.672)
H (0.069, 1.913, 4.007)
H (2.232, 3.774, 3.238)
H (3.775, 1.976, 3.074)
H (2.291, 1.409, 2.318)
H (2.809, 0.948, 5.281)
H (3.466, 0.009, 3.972)
H (0.983, -2.119, 4.398)
H (1.834, -1.466, 5.775)
H (2.635, -1.830, 4.194)
C (-1.961, -5.914, -0.050)
O (-2.299, -5.406, -1.386)
C (-3.494, -4.640, -1.328)
C (-3.717, -3.904, -2.608)
N (-4.812, -2.934, -2.551)
C (-5.178, -2.447, -3.842)
C (-6.148, -1.310, -3.867)
O (-5.432, -0.144, -3.421)
C (-6.102, 1.094, -3.478)
H (-1.652, -5.182, 0.682)
H (-1.152, -6.574, -0.255)
H (-2.885, -6.457, 0.332)
H (-3.436, -3.870, -0.547)
H (-4.407, -5.223, -1.092)
H (-4.062, -4.694, -3.296)
H (-2.852, -3.322, -2.906)
H (-4.469, -2.239, -1.937)
H (-5.685, -3.251, -4.453)
H (-4.249, -2.107, -4.409)
H (-7.042, -1.536, -3.306)
H (-6.509, -1.165, -4.885)
H (-5.408, 1.900, -3.214)
H (-6.920, 1.179, -2.735)
H (-6.594, 1.265, -4.435)
C (-5.316, 0.618, 0.418)
O (-4.646, 1.308, 1.541)
C (-5.210, 0.796, 2.791)
C (-4.499, 1.538, 3.897)
N (-3.096, 1.357, 3.957)
C (-2.573, 0.582, 5.004)
C (-2.849, -0.892, 4.786)
O (-2.387, -1.572, 5.925)
C (-2.596, -2.979, 5.767)
H (-6.332, 1.045, 0.358)
H (-5.290, -0.487, 0.555)
H (-4.722, 0.808, -0.435)
H (-4.917, -0.297, 2.845)
H (-6.292, 0.911, 2.775)
H (-4.895, 1.222, 4.877)
H (-4.777, 2.602, 3.832)
H (-2.659, 1.122, 3.052)
H (-3.012, 0.956, 5.954)
H (-1.508, 0.699, 5.125)
H (-2.265, -1.327, 3.909)
H (-3.950, -1.016, 4.679)
H (-2.018, -3.235, 4.899)
H (-3.689, -3.197, 5.677)
H (-2.279, -3.393, 6.709)

Forces on atoms 1 to 2 (eV/Å):
-0.87 1.43 -0.56
0.44 -1.43 -0.69

## Properties
SMILES: COC[C@H](C)N.COC[C@H](C)N.COC[C@H](C)N.COC[C@H](C)N.COC[C@H](C)N.COC[C@H](C)N.COCCNCCOC.COCCNCCOC.COCCNCCOC
DFT total energy: -83324.9307 eV